The following is a quantum chemistry calculation of one molecule with the formula C5H8O, from the Open Molecules 2025 dataset.

Each line ends with the natural charge from an NBO analysis.
Cartesian coordinates (Å):
C (-0.310, -2.156, -0.602)  0.073
C (-1.457, 0.853, -0.123)  -0.662
C (-0.084, 1.404, 0.157)  -0.152
C (1.085, 0.769, 0.233)  -0.237
C (1.373, -0.695, 0.058)  -0.115
O (0.252, -1.543, 0.400)  -0.472
H (-1.139, -2.717, -0.101)  0.076
H (-1.456, 0.014, -0.821)  0.222
H (-2.079, 1.643, -0.551)  0.218
H (-1.938, 0.522, 0.805)  0.226
H (-0.067, 2.478, 0.340)  0.201
H (1.979, 1.359, 0.442)  0.210
H (2.184, -0.986, 0.731)  0.197
H (1.657, -0.945, -0.968)  0.216

DFT total energy   -270.4121 a.u.
Energy above the lowest of the compared OMol25 structures with the same formula, charge and spin   91.5 kcal per mole
Gap between HOMO and LUMO   0.346 Ha
HOMO   -8.69 eV
F_max   0.0093 Eh/bohr
Charge   0